Density functional theory data (ωB97M-V/def2-TZVPD) for C6H9N in the gas phase.

The geometry in XYZ format:
```
16
Properties=species:S:1:pos:R:3:forces:R:3
N -2.248 1.961 1.075 -2.317 3.010 1.493
C -0.863 0.086 0.243 2.127 -0.966 0.000
C 0.541 -0.312 0.914 -0.487 -0.147 0.429
C 2.368 0.109 -0.846 -0.108 0.730 0.476
C -1.439 -1.092 -0.568 -3.437 4.070 -0.503
C -1.502 1.158 0.624 0.849 -1.819 -1.579
C 1.981 -0.416 0.471 -1.607 -1.071 -0.162
H 2.428 -0.827 -1.497 -0.378 1.218 0.515
H 0.883 0.340 1.791 -0.988 -0.465 -0.460
H -2.446 -0.785 -1.130 2.261 -0.457 1.003
H -0.730 -1.346 -1.257 1.708 -0.829 -2.104
H 0.157 -1.282 1.336 1.312 0.672 0.392
H 3.396 0.452 -0.710 0.098 -0.031 -0.532
H -1.722 -1.935 -0.037 -0.247 -1.576 1.628
H -2.532 2.911 0.757 0.872 -1.264 -0.075
H 1.729 0.978 -1.167 0.341 -1.076 -0.521
```
Positions in Å, forces in eV/Å.

Summary:
E_LUMO = 0.45 eV
Total energy = -7851.8028 eV
Orbital gap = 8.476 eV
F_max = 5.35 eV/Å

Calculated atomic charges, method natural (NBO), unit e: N -0.64; C -0.27; C -0.58; C -0.80; C -0.59; C 0.43; C 0.17; H 0.28; H 0.28; H 0.21; H 0.21; H 0.25; H 0.24; H 0.21; H 0.40; H 0.21

Density functional theory data (ωB97M-V/def2-TZVPD) for C6H9N in the gas phase.

The geometry in XYZ format:
```
16
Properties=species:S:1:pos:R:3:forces:R:3
N 1.755 -0.113 0.492 -2.053 -0.796 -0.272
C -0.063 -1.626 -0.192 -1.147 3.251 0.792
C -1.684 1.169 -0.011 -1.708 -0.531 1.016
C 0.520 -0.221 -0.254 -0.898 0.459 0.498
C 2.710 0.207 -0.216 2.650 0.531 1.208
C -1.164 -1.270 0.454 -1.792 -0.159 1.198
C -0.716 0.203 0.600 -0.653 -0.103 1.524
H 3.655 0.215 0.286 0.885 0.131 0.123
H -2.474 1.461 0.711 0.549 0.086 -0.332
H 0.516 0.295 -1.276 0.219 -0.738 1.110
H 0.347 -2.472 -0.516 1.344 -3.476 -1.444
H -1.271 1.990 -0.473 1.484 2.482 -0.161
H -2.170 -1.800 0.763 2.338 0.997 -0.561
H -2.219 0.833 -0.871 -0.541 -1.331 -0.579
H -0.467 0.569 1.706 -0.202 -1.031 -2.349
H 2.725 0.560 -1.202 -0.475 0.228 -1.772
```
Positions in Å, forces in eV/Å.

Summary:
E_LUMO = 1.18 eV
SMILES = C=N[C@H]1C=C[C@@H]1C
Total energy = -7854.7144 eV
Orbital gap = 10.703 eV
F_max = 4.00 eV/Å

Calculated atomic charges, method natural (NBO), unit e: N -0.37; C -0.19; C -0.62; C -0.11; C -0.06; C -0.15; C -0.23; H 0.16; H 0.21; H 0.17; H 0.19; H 0.21; H 0.21; H 0.21; H 0.22; H 0.14

Density functional theory data (ωB97M-V/def2-TZVPD) for C6H9N in the gas phase.

The geometry in XYZ format:
```
16
Properties=species:S:1:pos:R:3:forces:R:3
N -2.299 -0.598 -1.581 -0.235 -0.138 -0.044
C -1.394 -0.550 -0.440 0.096 -0.011 0.199
C 2.614 0.879 1.809 0.064 0.039 0.061
C -1.774 0.695 -1.135 0.072 0.283 0.037
C 1.717 0.124 0.933 -0.331 -0.264 -0.307
C 0.969 -0.488 0.212 0.325 0.276 0.313
C -0.019 -1.156 -0.643 -0.009 -0.019 -0.059
H 2.503 0.561 2.851 0.014 0.033 -0.157
H 0.252 -1.052 -1.701 -0.023 0.010 0.158
H 3.661 0.735 1.522 -0.155 0.005 0.026
H -2.438 1.388 -0.621 0.077 -0.138 -0.097
H -1.068 1.163 -1.818 -0.096 -0.099 0.106
H 2.394 1.950 1.758 0.029 -0.164 -0.003
H -3.260 -0.718 -1.273 0.118 0.001 -0.052
H -0.046 -2.232 -0.429 0.005 0.160 -0.012
H -1.814 -0.702 0.554 0.048 0.024 -0.168
```
Positions in Å, forces in eV/Å.

Summary:
E_LUMO = 1.03 eV
SMILES = CC#CC[C@H]1CN1
Total energy = -7855.3522 eV
Orbital gap = 10.427 eV
F_max = 0.53 eV/Å

Calculated atomic charges, method natural (NBO), unit e: N -0.59; C -0.07; C -0.68; C -0.26; C 0.00; C -0.03; C -0.48; H 0.23; H 0.24; H 0.23; H 0.19; H 0.20; H 0.23; H 0.35; H 0.23; H 0.20

Density functional theory data (ωB97M-V/def2-TZVPD) for C6H9N in the gas phase.

The geometry in XYZ format:
```
16
Properties=species:S:1:pos:R:3:forces:R:3
N -1.601 -0.393 -1.210 -0.158 -0.037 -0.118
C -0.200 1.189 0.081 -0.025 0.230 0.029
C 0.705 0.789 -1.051 0.061 -0.007 -0.144
C -0.905 -0.841 0.004 0.098 -0.234 0.256
C 1.594 -0.682 0.971 0.010 -0.030 0.047
C -1.570 0.469 -0.010 -0.162 0.143 0.203
C 0.492 -0.155 0.096 0.198 -0.094 -0.013
H -1.178 -1.756 0.521 0.024 0.133 -0.120
H 2.132 -1.502 0.477 -0.090 0.133 0.065
H -2.489 0.797 0.463 0.159 -0.093 -0.053
H 0.282 0.573 -2.026 0.094 0.052 0.129
H 1.200 -1.071 1.917 0.013 0.068 -0.080
H -2.510 -0.855 -1.224 0.118 0.085 -0.026
H 1.674 1.283 -1.055 -0.145 -0.089 0.046
H 2.324 0.099 1.216 -0.156 -0.101 -0.115
H -0.015 2.053 0.711 -0.038 -0.158 -0.107
```
Positions in Å, forces in eV/Å.

Summary:
E_LUMO = 1.10 eV
SMILES = C[C@]12C[C@H]1[C@H]1N[C@H]12
Total energy = -7854.6409 eV
Orbital gap = 9.389 eV
F_max = 0.36 eV/Å

Calculated atomic charges, method natural (NBO), unit e: N -0.60; C -0.25; C -0.41; C -0.08; C -0.60; C -0.09; C -0.05; H 0.21; H 0.21; H 0.21; H 0.24; H 0.21; H 0.36; H 0.22; H 0.22; H 0.22

Density functional theory data (ωB97M-V/def2-TZVPD) for C6H9N in the gas phase.

The geometry in XYZ format:
```
16
Properties=species:S:1:pos:R:3:forces:R:3
N 0.804 0.618 -1.907 -0.184 0.128 -0.105
C 1.124 0.474 -0.506 0.224 0.117 0.211
C -0.090 0.197 0.437 -0.022 0.047 0.132
C -0.457 -0.993 -0.417 -0.042 -0.233 -0.004
C 0.771 -0.707 -1.330 0.104 -0.289 -0.104
C 0.082 0.254 1.930 -0.020 -0.011 0.007
C -1.401 0.168 -0.295 -0.101 0.129 -0.041
H -0.876 0.161 2.452 0.125 -0.015 -0.093
H -1.644 0.812 -1.138 0.055 -0.055 0.169
H -0.102 1.031 -2.102 0.093 -0.066 0.020
H 1.404 -1.477 -1.758 -0.118 0.121 0.077
H -0.716 -1.989 -0.074 0.026 0.163 -0.062
H -2.261 -0.022 0.344 0.160 0.004 -0.074
H 2.085 0.830 -0.147 -0.148 -0.081 -0.049
H 0.542 1.201 2.237 -0.119 -0.085 -0.059
H 0.734 -0.556 2.276 -0.034 0.127 -0.025
```
Positions in Å, forces in eV/Å.

Summary:
E_LUMO = 1.10 eV
SMILES = C[C@]12C[C@H]1[C@H]1N[C@H]12
Total energy = -7854.6716 eV
Orbital gap = 9.639 eV
F_max = 0.33 eV/Å

Calculated atomic charges, method natural (NBO), unit e: N -0.57; C -0.08; C -0.06; C -0.26; C -0.08; C -0.61; C -0.41; H 0.22; H 0.20; H 0.35; H 0.21; H 0.22; H 0.23; H 0.21; H 0.21; H 0.21

Density functional theory data (ωB97M-V/def2-TZVPD) for C6H9N in the gas phase.

The geometry in XYZ format:
```
16
Properties=species:S:1:pos:R:3:forces:R:3
N -1.041 -1.382 0.336 0.098 -0.306 -0.234
C 1.451 1.283 -0.381 0.037 0.148 -0.153
C -1.165 1.095 0.529 -0.082 0.153 0.104
C 0.211 0.697 0.172 0.034 0.018 0.040
C 1.492 0.354 0.820 0.037 -0.099 0.168
C -0.911 -2.437 -0.349 -0.057 0.068 0.105
C -0.910 -0.128 -0.337 0.032 0.014 -0.101
H 1.626 2.340 -0.196 -0.007 -0.144 -0.051
H -1.522 0.879 1.532 0.081 0.010 -0.113
H -0.744 -2.440 -1.433 -0.046 0.042 0.048
H 1.870 -0.654 0.660 -0.073 0.168 0.026
H 1.728 0.772 1.794 -0.057 -0.005 -0.156
H -1.594 1.981 0.067 0.094 -0.157 -0.015
H -1.152 -0.086 -1.404 0.041 -0.052 0.226
H -0.947 -3.402 0.156 -0.055 0.096 -0.059
H 1.835 0.915 -1.330 -0.078 0.046 0.164
```
Positions in Å, forces in eV/Å.

Summary:
E_LUMO = 1.17 eV
SMILES = C=N[C@H]1CC12CC2
Total energy = -7855.3153 eV
Orbital gap = 10.595 eV
F_max = 0.40 eV/Å

Calculated atomic charges, method natural (NBO), unit e: N -0.38; C -0.40; C -0.39; C -0.09; C -0.39; C -0.07; C -0.09; H 0.21; H 0.23; H 0.14; H 0.21; H 0.22; H 0.22; H 0.19; H 0.17; H 0.21

Density functional theory data (ωB97M-V/def2-TZVPD) for C6H9N in the gas phase.

The geometry in XYZ format:
```
16
Properties=species:S:1:pos:R:3:forces:R:3
N -1.202 -0.130 -0.020 -0.012 0.132 -0.229
C -1.465 0.280 -1.251 0.029 -0.063 0.221
C 0.745 1.088 0.899 0.030 0.149 0.156
C 0.698 -1.441 0.878 0.039 -0.046 -0.010
C 0.841 0.083 -1.238 -0.418 0.017 -0.023
C -0.287 0.460 -1.985 0.175 -0.021 -0.110
C 0.276 -0.179 0.134 0.132 -0.051 0.089
H 1.789 -1.508 0.874 -0.158 0.030 -0.026
H -1.893 -0.389 0.668 0.110 0.143 -0.073
H -0.280 0.861 -2.993 -0.019 -0.229 0.106
H 0.363 -1.400 1.924 0.024 -0.017 -0.170
H 0.297 -2.351 0.421 0.034 0.165 -0.032
H 0.872 1.933 0.217 -0.093 -0.082 0.138
H 1.716 0.892 1.358 -0.105 0.030 -0.085
H -2.497 0.440 -1.561 0.149 -0.040 0.020
H 0.028 1.364 1.676 0.085 -0.118 0.027
```
Positions in Å, forces in eV/Å.

Summary:
E_LUMO = 0.54 eV
Total energy = -7855.1375 eV
Orbital gap = 8.245 eV
F_max = 0.42 eV/Å

Calculated atomic charges, method natural (NBO), unit e: N -0.54; C 0.15; C -0.59; C -0.60; C -0.06; C -0.48; C -0.03; H 0.24; H 0.41; H 0.22; H 0.20; H 0.22; H 0.23; H 0.22; H 0.21; H 0.20

Density functional theory data (ωB97M-V/def2-TZVPD) for C6H9N in the gas phase.

The geometry in XYZ format:
```
16
Properties=species:S:1:pos:R:3:forces:R:3
N -1.993 -0.742 0.404 -0.332 0.922 -0.409
C 1.358 -0.593 -0.947 0.101 0.156 -1.537
C 1.580 -0.742 0.277 -2.709 -0.486 4.278
C 1.084 -0.440 -2.186 -0.011 0.150 -1.544
C -0.968 -0.003 0.589 -1.135 -1.320 0.518
C 0.116 -0.718 1.254 4.560 0.265 -0.279
C -0.853 1.464 0.430 0.055 0.872 -0.438
H -1.665 1.885 -0.170 0.047 -0.155 0.005
H -0.870 1.984 1.395 0.044 -0.274 -0.023
H -2.761 -0.154 0.076 -0.160 -0.126 -0.225
H 0.381 -0.152 2.158 0.136 -0.118 -0.104
H 1.242 0.512 -2.666 -0.237 0.153 -0.147
H 0.815 -1.297 -2.784 -0.091 -0.039 -0.200
H 2.557 -0.996 0.654 -0.038 -0.030 0.466
H 0.097 1.723 -0.049 -0.121 -0.028 0.060
H -0.121 -1.733 1.565 -0.108 0.057 -0.422
```
Positions in Å, forces in eV/Å.

Summary:
E_LUMO = 1.00 eV
SMILES = [H]/N=C(\C)CC=C=C
Total energy = -7855.2234 eV
Orbital gap = 10.589 eV
F_max = 5.09 eV/Å

Calculated atomic charges, method natural (NBO), unit e: N -0.60; C 0.06; C -0.28; C -0.50; C 0.28; C -0.42; C -0.69; H 0.22; H 0.23; H 0.32; H 0.21; H 0.22; H 0.23; H 0.23; H 0.24; H 0.24

Density functional theory data (ωB97M-V/def2-TZVPD) for C6H9N in the gas phase.

The geometry in XYZ format:
```
16
Properties=species:S:1:pos:R:3:forces:R:3
N -1.753 -0.734 0.029 0.113 -0.111 -0.027
C 2.813 0.466 0.006 0.003 0.081 -0.026
C -2.637 0.385 -0.245 -0.200 0.141 -0.144
C -0.609 -0.890 -0.789 0.185 0.004 -0.058
C 0.632 -0.732 -0.392 0.044 -0.023 0.060
C -1.779 0.364 0.968 0.086 0.123 0.235
C 1.866 -0.704 0.042 -0.169 -0.061 -0.049
H 3.667 0.250 -0.647 -0.132 0.025 0.092
H 3.218 0.660 1.007 -0.077 -0.019 -0.145
H 2.265 -1.626 0.471 -0.056 0.090 -0.051
H -3.701 0.168 -0.170 0.183 0.045 -0.003
H -0.832 -1.223 -1.802 0.075 0.050 0.127
H -2.354 1.069 -1.044 -0.007 -0.101 0.129
H -0.911 1.024 0.978 -0.136 -0.110 -0.008
H -2.208 0.147 1.943 0.052 0.023 -0.168
H 2.325 1.376 -0.354 0.038 -0.155 0.037
```
Positions in Å, forces in eV/Å.

Summary:
E_LUMO = 1.12 eV
SMILES = CC=C=CN1CC1
Total energy = -7855.0325 eV
Orbital gap = 9.504 eV
F_max = 0.28 eV/Å

Calculated atomic charges, method natural (NBO), unit e: N -0.40; C -0.63; C -0.25; C -0.10; C -0.01; C -0.25; C -0.24; H 0.22; H 0.22; H 0.21; H 0.20; H 0.21; H 0.19; H 0.20; H 0.20; H 0.22

Density functional theory data (ωB97M-V/def2-TZVPD) for 2 unconnected molecules or ions with the total composition C6H9N.

The geometry in XYZ format:
```
16
Properties=species:S:1:pos:R:3:forces:R:3
N -1.760 -0.468 -3.697 0.525 -0.071 0.969
C -1.393 -0.912 -0.216 -0.002 -0.002 0.069
C -1.197 -0.536 -2.687 -0.472 0.062 -0.879
C 0.800 -0.447 -1.363 -0.141 -0.027 -0.003
C 0.476 1.418 1.798 0.171 -0.070 0.067
C 1.613 0.816 2.133 -0.154 0.117 -0.037
C -0.523 -0.622 -1.411 0.222 0.020 0.034
H 1.381 -0.248 -2.258 -0.118 -0.031 0.112
H -0.798 -0.876 0.700 -0.083 -0.023 -0.169
H 1.712 0.251 3.057 -0.037 0.093 -0.122
H -2.203 -0.177 -0.139 0.111 -0.103 -0.026
H -1.854 -1.901 -0.305 0.056 0.145 -0.013
H 1.325 -0.499 -0.414 -0.115 -0.006 -0.146
H 2.496 0.873 1.501 -0.144 -0.002 0.083
H -0.404 1.373 2.435 0.143 -0.010 -0.076
H 0.379 1.983 0.873 0.039 -0.093 0.137
```
Positions in Å, forces in eV/Å.

Summary:
E_LUMO = 0.68 eV
SMILES = C=C(C)C#N.C=C
Total energy = -7856.1833 eV
Orbital gap = 10.842 eV
F_max = 1.10 eV/Å

Calculated atomic charges, method natural (NBO), unit e: N -0.31; C -0.63; C 0.26; C -0.31; C -0.39; C -0.39; C -0.12; H 0.21; H 0.23; H 0.20; H 0.23; H 0.23; H 0.21; H 0.19; H 0.20; H 0.20

Sequential E_HOMO output: -8.03 -9.52 -9.40 -8.29 -8.54 -9.42 -7.71 -9.59 -8.38 -10.16 eV
Sequential energy above the lowest of the compared OMol25 structures with the same formula, charge and spin output: 6.357 3.445 2.807 3.519 3.488 2.844 3.022 2.936 3.127 1.976 eV